Entry 1:
{
  "formula": "C3IO2",
  "method": "ωB97M-V with the def2-TZVPD basis set",
  "smiles": "O=c1c([O-])c1I",
  "e_lumo_ev": 3.11,
  "molar_mass_g_mol": 194.9,
  "homo_lumo_gap_ev": 6.638,
  "total_charge": -1,
  "species": ["O", "C", "C", "O", "C", "I"],
  "positions_angstrom": [[-1.742, -1.514, 0.217], [-1.114, -0.538, -0.033], [-0.236, 0.628, -0.044], [-0.511, 1.820, 0.151], [0.753, -0.321, -0.293], [2.851, -0.075, 0.001]]
}

---

Entry 2:
{
  "formula": "C2H3ClO2S",
  "method": "ωB97M-V with the def2-TZVPD basis set",
  "e_lumo_ev": -0.38,
  "molar_mass_g_mol": 126.6,
  "homo_lumo_gap_ev": 9.331,
  "species": ["C", "C", "O", "O", "S", "Cl", "H", "H", "H"],
  "positions_angstrom": [[-2.298, -1.520, 0.723], [1.989, 1.411, -1.051], [-2.648, -0.398, 0.550], [1.324, 0.136, 1.061], [1.290, 0.132, -0.372], [2.422, 2.917, -0.353], [-1.211, -1.633, 1.119], [-3.044, -2.340, 0.366], [2.176, 1.294, -2.043]]
}

---

Entry 3:
{
  "formula": "C16H24O12",
  "method": "ωB97M-V with the def2-TZVPD basis set",
  "smiles": "C[C@H]1COC(=O)O1.C[C@H]1COC(=O)O1.C[C@H]1COC(=O)O1.C[C@H]1COC(=O)O1",
  "e_lumo_ev": 0.29,
  "molar_mass_g_mol": 408.4,
  "homo_lumo_gap_ev": 10.824,
  "species": ["C", "C", "C", "O", "C", "O", "O", "H", "H", "H", "H", "H", "H", "C", "C", "C", "O", "C", "O", "O", "H", "H", "H", "H", "H", "H", "C", "C", "C", "O", "C", "O", "O", "H", "H", "H", "H", "H", "H", "C", "C", "C", "O", "C", "O", "O", "H", "H", "H", "H", "H", "H"],
  "positions_angstrom": [[-1.685, 5.126, -3.959], [-1.714, 5.301, -5.526], [-3.002, 5.875, -6.033], [-2.675, 7.007, -6.697], [-1.368, 7.292, -6.624], [-0.892, 8.189, -7.277], [-0.781, 6.304, -5.882], [-0.895, 5.689, -3.462], [-1.498, 4.081, -3.713], [-2.666, 5.319, -3.525], [-1.492, 4.378, -6.062], [-3.560, 6.330, -5.214], [-3.795, 5.281, -6.488], [1.547, -1.220, 1.912], [1.912, 0.068, 1.145], [1.104, 0.198, -0.051], [1.109, 1.615, -0.163], [1.443, 2.253, 0.938], [1.470, 3.453, 1.151], [1.633, 1.308, 1.813], [1.420, -0.848, 2.928], [2.445, -1.799, 1.698], [0.644, -1.742, 1.594], [2.981, 0.244, 1.024], [0.073, -0.138, 0.063], [1.729, -0.398, -0.716], [-6.321, 1.801, -0.369], [-5.043, 1.298, 0.434], [-4.895, -0.073, 0.953], [-4.545, -0.773, -0.222], [-4.074, 0.122, -1.066], [-3.603, -0.143, -2.153], [-4.124, 1.296, -0.580], [-6.830, 0.981, -0.875], [-6.048, 2.473, -1.182], [-7.042, 2.348, 0.240], [-4.826, 2.093, 1.148], [-5.692, -0.493, 1.567], [-3.944, -0.285, 1.441], [6.802, -7.885, 5.128], [5.451, -7.314, 4.740], [5.176, -5.819, 4.995], [4.734, -5.450, 3.763], [4.920, -6.392, 2.833], [4.515, -6.369, 1.738], [5.484, -7.410, 3.351], [7.071, -8.791, 4.583], [6.637, -8.380, 6.085], [7.596, -7.143, 5.044], [4.539, -7.909, 4.794], [6.138, -5.308, 4.957], [4.439, -5.642, 5.778]]
}

---

Entry 4:
{
  "formula": "C13H30GeN5O7SW",
  "method": "ωB97M-V with the def2-TZVPD basis set",
  "e_lumo_ev": [-10.11, -10.02],
  "multiplicity": 2,
  "molar_mass_g_mol": 656.9,
  "homo_lumo_gap_ev": [5.804, 5.915],
  "total_charge": 2,
  "species": ["W", "C", "C", "C", "C", "O", "Ge", "O", "C", "C", "C", "C", "O", "C", "C", "C", "C", "H", "H", "H", "H", "H", "H", "H", "H", "H", "H", "H", "H", "H", "H", "H", "H", "H", "H", "H", "H", "H", "H", "H", "H", "H", "H", "H", "O", "S", "O", "O", "O", "N", "N", "N", "C", "N", "N", "H", "H", "H"],
  "positions_angstrom": [[-0.229, -0.708, -0.207], [-1.661, 1.681, -2.832], [-0.802, 2.131, -1.650], [0.176, 3.221, -2.089], [-1.649, 2.563, -0.454], [-0.004, 0.988, -1.195], [1.101, 1.267, 0.436], [2.171, 0.122, -0.580], [3.576, 0.036, -0.672], [4.057, -1.081, 0.300], [3.925, -0.415, -2.093], [4.225, 1.348, -0.261], [-1.271, -0.184, 1.246], [-1.495, -0.241, 2.635], [-1.641, -1.716, 3.063], [-0.375, 0.452, 3.404], [-2.843, 0.473, 2.936], [-1.946, 2.552, -3.418], [-2.565, 1.177, -2.492], [-1.092, 1.004, -3.470], [-0.356, 4.142, -2.304], [0.705, 2.897, -2.983], [0.901, 3.396, -1.282], [-2.436, 3.248, -0.766], [-1.016, 3.086, 0.277], [-2.105, 1.661, -0.011], [3.661, -2.044, -0.017], [3.676, -0.846, 1.293], [5.142, -1.111, 0.317], [3.290, -1.255, -2.376], [4.967, -0.716, -2.165], [3.740, 0.412, -2.782], [3.979, 1.579, 0.782], [3.834, 2.161, -0.877], [5.304, 1.297, -0.368], [-0.730, -2.253, 2.777], [-2.491, -2.181, 2.567], [-1.781, -1.785, 4.139], [0.588, 0.007, 3.141], [-0.537, 0.341, 4.472], [-0.342, 1.520, 3.171], [-3.661, -0.012, 2.411], [-2.771, 1.508, 2.606], [-3.036, 0.449, 4.005], [-0.591, -2.630, 0.419], [0.906, -2.633, 0.405], [1.640, -3.758, 0.776], [1.080, -2.065, -0.965], [1.085, -1.365, 1.200], [-4.052, -1.547, -0.107], [-2.833, -1.801, -0.662], [-2.544, -2.908, -1.362], [-1.513, -2.600, -2.076], [-1.133, -1.298, -1.958], [-2.039, -0.726, -1.080], [-4.720, -1.144, -0.769], [-4.425, -2.404, 0.296], [-1.040, -3.292, -2.750]]
}

---

Entry 5:
{
  "formula": "C16H12BrIO4",
  "method": "ωB97M-V with the def2-TZVPD basis set",
  "smiles": "C=Cc1c(CC(=O)I)c(Br)c(COC)c2c1C(=O)C=CC2=O",
  "e_lumo_ev": -2.22,
  "molar_mass_g_mol": 475.1,
  "homo_lumo_gap_ev": 5.970,
  "species": ["C", "C", "C", "C", "C", "C", "O", "I", "C", "Br", "C", "C", "O", "C", "C", "C", "C", "O", "C", "C", "C", "O", "H", "H", "H", "H", "H", "H", "H", "H", "H", "H", "H", "H"],
  "positions_angstrom": [[-0.525, 3.543, 2.420], [-0.245, 2.068, 2.476], [-0.267, 1.088, 1.121], [-1.563, 0.053, 1.041], [-2.753, -0.034, 2.194], [-2.593, -1.313, 3.216], [-3.021, -2.575, 2.946], [-1.671, -1.082, 5.236], [-1.657, -0.911, -0.309], [-3.292, -2.116, -0.383], [-0.493, -0.881, -1.507], [-0.662, -1.909, -2.773], [0.531, -2.819, -2.776], [0.696, -3.440, -1.451], [0.800, 0.175, -1.402], [0.911, 1.172, -0.063], [2.177, 2.212, 0.000], [2.320, 3.213, 0.912], [3.409, 2.147, -1.129], [3.331, 1.262, -2.322], [1.971, 0.315, -2.552], [1.917, -0.276, -3.778], [-1.589, 3.941, 2.776], [0.258, 4.355, 2.103], [-0.021, 1.576, 3.514], [-2.788, 0.934, 2.889], [-3.797, -0.022, 1.616], [-1.650, -2.534, -2.783], [-0.527, -1.245, -3.756], [-0.373, -3.626, -0.961], [1.178, -4.511, -1.633], [1.425, -2.853, -0.747], [4.371, 2.840, -1.005], [4.195, 1.252, -3.131]]
}

---

Entry 6:
{
  "formula": "C6H13N3O",
  "method": "ωB97M-V with the def2-TZVPD basis set",
  "e_lumo_ev": 0.86,
  "molar_mass_g_mol": 143.2,
  "homo_lumo_gap_ev": 7.763,
  "species": ["C", "C", "C", "C", "C", "C", "N", "N", "N", "O", "H", "H", "H", "H", "H", "H", "H", "H", "H", "H", "H", "H", "H"],
  "positions_angstrom": [[-1.104, -1.699, -0.862], [1.719, -1.317, 0.799], [-1.006, 0.034, 1.068], [0.221, 0.519, -0.110], [-1.250, -0.305, -0.300], [1.458, -0.069, 0.021], [-1.771, 1.088, 1.566], [0.203, 1.810, -0.736], [2.545, 0.500, -0.575], [-2.187, 0.410, -1.071], [-2.885, 0.704, -0.468], [-1.966, 1.900, 0.975], [-1.515, 1.379, 2.496], [0.131, 2.561, -0.054], [-0.561, 1.898, -1.397], [2.400, 1.396, -1.016], [3.473, 0.231, -0.303], [-2.100, -2.134, -0.977], [-0.625, -1.672, -1.843], [-0.533, -2.335, -0.194], [1.833, -2.180, 0.139], [2.643, -1.215, 1.375], [0.878, -1.501, 1.467]]
}

---

Entry 7:
{
  "formula": "C44H46N6O4S2Sb2V",
  "method": "ωB97M-V with the def2-TZVPD basis set",
  "e_lumo_ev": [0.42, 0.41],
  "multiplicity": 4,
  "molar_mass_g_mol": 1081.5,
  "homo_lumo_gap_ev": [7.846, 8.441],
  "species": ["V", "N", "N", "C", "N", "S", "H", "H", "H", "H", "H", "C", "C", "C", "C", "C", "C", "C", "S", "O", "O", "N", "C", "C", "C", "C", "C", "N", "H", "H", "H", "H", "H", "H", "H", "H", "H", "H", "H", "C", "C", "C", "Sb", "C", "C", "C", "C", "C", "C", "C", "C", "C", "C", "C", "C", "Sb", "C", "C", "C", "C", "C", "C", "C", "C", "C", "C", "C", "C", "H", "H", "H", "H", "H", "H", "H", "H", "H", "H", "H", "H", "H", "H", "H", "H", "H", "H", "H", "H", "H", "H", "H", "H", "H", "H", "O", "C", "C", "C", "C", "O", "N", "H", "H", "H", "H"],
  "positions_angstrom": [[-0.964, -0.670, -1.612], [-0.757, -2.371, -0.063], [0.299, -3.084, 0.530], [1.300, -3.643, -0.204], [2.162, -4.356, 0.587], [1.463, -3.522, -1.834], [-1.228, -1.911, 0.710], [-1.434, -3.006, -0.505], [0.080, -3.518, 1.416], [2.298, -4.028, 1.533], [3.003, -4.634, 0.109], [-6.522, 0.982, -5.458], [-5.538, -0.041, -4.960], [-4.531, -0.525, -5.791], [-3.613, -1.456, -5.332], [-3.688, -1.900, -4.020], [-4.685, -1.435, -3.174], [-5.607, -0.518, -3.653], [-2.452, -3.006, -3.401], [-2.137, -3.932, -4.454], [-2.931, -3.499, -2.129], [-1.207, -2.081, -3.041], [-0.281, -1.532, -3.887], [0.053, -1.895, -5.194], [1.022, -1.153, -5.836], [1.638, -0.082, -5.190], [1.267, 0.195, -3.893], [0.349, -0.520, -3.245], [-6.602, 0.958, -6.544], [-6.211, 1.991, -5.177], [-7.514, 0.815, -5.037], [-4.471, -0.176, -6.815], [-2.850, -1.845, -5.993], [-4.733, -1.803, -2.158], [-6.406, -0.174, -3.005], [-0.435, -2.741, -5.653], [1.304, -1.407, -6.850], [2.384, 0.523, -5.683], [1.710, 1.017, -3.343], [1.904, 0.941, 0.657], [0.918, 1.925, 1.300], [-0.574, 1.646, 1.062], [-2.017, 1.235, 2.630], [-1.374, 2.800, 3.944], [-0.583, 3.874, 3.547], [-0.238, 4.876, 4.447], [-0.681, 4.816, 5.759], [-1.479, 3.755, 6.167], [-1.826, 2.762, 5.264], [-1.115, -0.358, 3.748], [-0.100, -0.188, 4.687], [0.335, -1.256, 5.460], [-0.223, -2.516, 5.296], [-1.246, -2.700, 4.376], [-1.697, -1.621, 3.624], [2.671, -0.607, 1.958], [4.089, -1.362, 0.544], [5.131, -2.160, 1.018], [6.082, -2.678, 0.151], [6.003, -2.405, -1.209], [4.974, -1.614, -1.692], [4.024, -1.097, -0.820], [4.089, 0.752, 2.833], [3.990, 1.114, 4.172], [4.876, 2.025, 4.735], [5.880, 2.582, 3.959], [5.995, 2.225, 2.621], [5.106, 1.318, 2.064], [2.807, 1.480, 0.366], [1.489, 0.502, -0.257], [1.127, 2.905, 0.862], [1.137, 2.042, 2.366], [-0.699, 0.861, 0.302], [-1.035, 2.522, 0.596], [-0.226, 3.947, 2.528], [0.381, 5.702, 4.120], [-0.410, 5.594, 6.461], [-1.835, 3.705, 7.189], [-2.452, 1.942, 5.602], [0.342, 0.792, 4.835], [1.108, -1.106, 6.203], [0.117, -3.344, 5.904], [-1.721, -3.669, 4.275], [-2.552, -1.759, 2.967], [5.216, -2.372, 2.080], [6.887, -3.292, 0.536], [6.740, -2.815, -1.888], [4.895, -1.409, -2.753], [3.219, -0.496, -1.225], [3.212, 0.683, 4.792], [4.782, 2.297, 5.779], [6.575, 3.289, 4.394], [6.782, 2.652, 2.012], [5.217, 1.039, 1.022], [-2.947, -0.118, -0.450], [-3.051, 0.798, -1.296], [-4.138, 1.838, -1.389], [-3.759, 2.588, -2.666], [-2.437, 1.952, -3.113], [-1.790, 2.287, -4.074], [-2.111, 0.930, -2.237], [-4.111, 2.459, -0.491], [-5.112, 1.353, -1.420], [-3.609, 3.657, -2.523], [-4.487, 2.461, -3.467]]
}

---

Entry 8:
{
  "formula": "C3H7N3O2",
  "method": "ωB97M-V with the def2-TZVPD basis set",
  "e_lumo_ev": [-3.46, -9.19],
  "multiplicity": 2,
  "molar_mass_g_mol": 117.1,
  "homo_lumo_gap_ev": [12.013, 5.675],
  "total_charge": 1,
  "species": ["O", "C", "N", "C", "N", "C", "N", "O", "H", "H", "H", "H", "H", "H", "H"],
  "positions_angstrom": [[0.057, -2.280, 1.147], [-0.465, -1.199, 1.271], [-0.609, -0.601, 2.462], [-0.663, -0.384, 0.005], [0.168, 0.738, -0.125], [0.898, 1.224, -1.205], [0.879, 0.510, -2.366], [1.473, 2.290, -1.128], [-0.633, -1.110, 3.336], [-0.925, 0.351, 2.530], [-1.731, -0.137, -0.211], [-0.571, -1.107, -0.821], [0.260, 1.273, 0.727], [0.514, -0.422, -2.446], [1.348, 0.855, -3.176]]
}

---

Entry 9:
{
  "formula": "C45H50F3N6O5RbS",
  "method": "ωB97M-V with the def2-TZVPD basis set",
  "e_lumo_ev": 3.74,
  "molar_mass_g_mol": 929.5,
  "homo_lumo_gap_ev": 6.530,
  "total_charge": -2,
  "species": ["Rb", "C", "C", "N", "C", "C", "N", "C", "C", "N", "H", "H", "H", "H", "H", "H", "H", "H", "H", "H", "H", "H", "H", "H", "H", "O", "C", "C", "C", "C", "C", "C", "C", "C", "C", "O", "C", "C", "C", "C", "C", "C", "C", "C", "C", "C", "C", "C", "N", "C", "C", "C", "C", "C", "C", "C", "C", "C", "C", "C", "C", "H", "H", "H", "H", "H", "H", "H", "H", "H", "H", "H", "H", "H", "H", "H", "H", "H", "H", "H", "H", "H", "H", "H", "H", "H", "H", "H", "C", "C", "C", "C", "N", "N", "C", "H", "H", "H", "H", "H", "H", "H", "H", "F", "C", "F", "F", "S", "O", "O", "O"],
  "positions_angstrom": [[-1.305, 0.881, 0.351], [-1.532, 4.615, 0.165], [-0.105, 4.749, -0.384], [0.531, 3.495, -0.712], [1.833, 3.222, -0.135], [1.827, 3.223, 1.393], [0.824, 2.343, 1.933], [-0.021, 2.840, 2.982], [-0.940, 3.989, 2.514], [-1.655, 3.718, 1.287], [-2.164, 4.221, -0.633], [-1.884, 5.645, 0.382], [0.514, 5.276, 0.348], [-0.165, 5.424, -1.250], [0.476, 3.244, -1.687], [2.613, 3.938, -0.467], [2.142, 2.229, -0.462], [1.674, 4.240, 1.770], [2.839, 2.933, 1.714], [1.204, 1.389, 2.000], [0.534, 3.211, 3.867], [-0.645, 2.014, 3.338], [-0.332, 4.888, 2.368], [-1.624, 4.225, 3.341], [-2.575, 3.326, 1.421], [2.189, -0.028, 1.271], [2.316, -0.939, 2.256], [1.008, -1.804, 2.393], [0.638, -2.509, 1.116], [1.108, -3.797, 0.864], [0.725, -4.435, -0.302], [-0.106, -3.777, -1.189], [-0.512, -2.476, -0.891], [-1.393, -1.706, -1.839], [-0.923, -1.265, -3.278], [-1.979, -0.636, -3.867], [0.298, -0.319, -3.165], [0.246, 0.871, -3.888], [1.303, 1.771, -3.873], [2.438, 1.503, -3.118], [2.497, 0.332, -2.377], [1.442, -0.572, -2.404], [-0.559, -2.525, -4.094], [0.716, -2.897, -4.502], [0.924, -4.066, -5.234], [-0.139, -4.884, -5.571], [-1.425, -4.514, -5.181], [-1.626, -3.348, -4.464], [-0.148, -1.866, 0.245], [3.494, -1.919, 2.011], [3.958, -2.804, 2.981], [4.974, -3.706, 2.693], [5.542, -3.731, 1.424], [5.093, -2.842, 0.456], [4.079, -1.939, 0.753], [2.609, -0.217, 3.594], [1.875, -0.355, 4.765], [2.176, 0.405, 5.895], [3.224, 1.307, 5.873], [3.971, 1.451, 4.705], [3.661, 0.703, 3.585], [1.094, -2.548, 3.192], [0.200, -1.120, 2.654], [1.763, -4.276, 1.580], [1.069, -5.441, -0.516], [-0.436, -4.249, -2.105], [-2.325, -2.258, -1.990], [-1.679, -0.771, -1.375], [-0.659, 1.053, -4.453], [1.237, 2.688, -4.450], [3.257, 2.213, -3.084], [3.354, 0.132, -1.745], [1.529, -1.475, -1.815], [1.565, -2.278, -4.244], [1.932, -4.331, -5.536], [0.024, -5.795, -6.135], [-2.273, -5.136, -5.446], [-2.627, -3.037, -4.189], [3.521, -2.784, 3.975], [5.324, -4.390, 3.458], [6.331, -4.438, 1.193], [5.530, -2.857, -0.536], [3.683, -1.225, 0.040], [1.041, -1.046, 4.808], [1.574, 0.292, 6.791], [3.454, 1.904, 6.748], [4.789, 2.162, 4.670], [4.207, 0.831, 2.657], [-5.105, -0.978, -2.746], [-4.779, 0.410, -2.306], [-5.509, 1.369, -1.633], [-4.611, 2.429, -1.432], [-3.417, 2.154, -1.959], [-3.554, 0.918, -2.493], [-4.876, 3.705, -0.695], [-6.061, -1.014, -3.273], [-5.169, -1.641, -1.879], [-4.313, -1.342, -3.403], [-6.525, 1.290, -1.279], [-2.775, 0.394, -2.998], [-5.950, 3.861, -0.590], [-4.453, 4.563, -1.219], [-4.451, 3.678, 0.311], [-2.282, -1.309, 2.833], [-3.558, -0.991, 3.122], [-4.273, -2.128, 3.104], [-3.586, -0.519, 4.382], [-4.189, 0.236, 1.893], [-5.614, 0.238, 2.096], [-3.482, 1.449, 2.275], [-3.704, -0.337, 0.655]]
}

---

Repeat the first record exactly.
{
  "formula": "C3IO2",
  "method": "ωB97M-V with the def2-TZVPD basis set",
  "smiles": "O=c1c([O-])c1I",
  "e_lumo_ev": 3.11,
  "molar_mass_g_mol": 194.9,
  "homo_lumo_gap_ev": 6.638,
  "total_charge": -1,
  "species": ["O", "C", "C", "O", "C", "I"],
  "positions_angstrom": [[-1.742, -1.514, 0.217], [-1.114, -0.538, -0.033], [-0.236, 0.628, -0.044], [-0.511, 1.820, 0.151], [0.753, -0.321, -0.293], [2.851, -0.075, 0.001]]
}